Below is a molecular structure, C31H57N4O2P2Pb at a distorted geometry, with properties calculated with ωB97M-V/def2-TZVPD.

```
97
Properties=species:S:1:pos:R:3
C -2.513 -1.168 1.057
C -0.775 -2.739 0.817
C -3.432 -2.183 1.318
C -1.726 -3.809 0.873
C -3.035 -3.518 1.203
H -4.442 -1.918 1.632
H -1.359 -4.830 0.756
H -3.767 -4.298 1.345
N -1.219 -1.416 0.796
P -2.267 1.357 -0.249
P 1.993 -2.005 1.101
C -3.062 0.268 1.025
H -4.165 0.250 0.924
H -2.888 0.734 2.020
C 0.612 -3.088 0.849
H 0.801 -4.145 0.624
C 3.229 -2.333 -0.390
C 2.433 -2.927 2.739
C -3.332 1.103 -1.792
C -2.591 3.041 0.565
C 3.183 -1.141 -1.368
H 3.410 -0.179 -0.879
H 3.948 -1.304 -2.144
H 2.220 -1.093 -1.908
C 4.650 -2.451 0.183
H 4.961 -1.527 0.692
H 4.756 -3.297 0.876
H 5.332 -2.617 -0.668
C 2.900 -3.583 -1.214
H 3.716 -3.712 -1.950
H 2.871 -4.488 -0.597
H 1.948 -3.484 -1.758
C 3.644 -2.265 3.391
H 3.339 -1.365 3.942
H 4.083 -2.983 4.097
H 4.432 -1.992 2.677
C 1.222 -2.798 3.707
H 0.853 -1.759 3.746
H 0.384 -3.465 3.449
H 1.537 -3.070 4.732
C 2.684 -4.389 2.394
H 1.738 -4.942 2.370
H 3.204 -4.507 1.434
H 3.314 -4.853 3.164
C -2.356 4.200 -0.419
H -2.423 5.148 0.142
H -1.358 4.157 -0.876
H -3.099 4.257 -1.224
C -1.588 3.187 1.724
H -1.698 2.406 2.486
H -0.545 3.183 1.378
H -1.771 4.153 2.221
C -4.012 3.141 1.140
H -4.181 2.440 1.965
H -4.151 4.162 1.521
H -4.792 2.977 0.395
C -3.574 -0.400 -1.984
H -4.252 -0.791 -1.222
H -4.043 -0.560 -2.963
H -2.644 -0.982 -1.980
C -2.581 1.633 -3.019
H -1.600 1.157 -3.116
H -3.155 1.391 -3.924
H -2.449 2.718 -2.993
C -4.676 1.823 -1.637
H -5.214 1.441 -0.763
H -4.555 2.909 -1.565
H -5.294 1.636 -2.524
Pb 0.282 0.260 -0.604
C 0.830 0.490 2.064
O 1.043 0.668 3.178
N -0.100 -0.970 -3.115
C -0.506 -1.811 -3.831
C -0.912 -3.253 -4.160
C -0.327 -4.188 -3.072
C -2.447 -3.329 -4.091
C -0.385 -3.659 -5.546
H 0.761 -4.283 -3.210
H -0.502 -3.842 -2.032
H -0.753 -5.192 -3.162
H -2.898 -2.563 -4.740
H -2.789 -4.317 -4.438
H -2.782 -3.177 -3.052
H -1.138 -4.300 -6.022
H -0.216 -2.765 -6.150
H 0.536 -4.255 -5.514
C 2.967 3.063 1.009
N 3.217 3.580 -0.325
C 2.399 3.259 -1.346
N 2.604 3.904 -2.522
O 1.474 2.404 -1.248
H 3.072 1.969 1.019
H 1.955 3.325 1.357
H 3.713 3.506 1.674
H 3.918 4.314 -0.470
H 2.026 3.651 -3.306
H 3.361 4.556 -2.642
```

As for the spin multiplicity: 1. As for the total charge: +1. The value obtained for the relative energy (zero: lowest compared OMol25 entry of this formula, charge and spin) is 0.0 kcal per mole. The lowest unoccupied orbital energy comes out at -0.0853 Ha.

Below is a molecular structure, C31H58BeBrN4OP3 at a distorted geometry, with properties calculated with ωB97M-V/def2-TZVPD.

```
99
Properties=species:S:1:pos:R:3
N 2.228 -1.700 5.287
C 1.199 -2.321 4.708
C 1.018 -2.326 3.321
C 1.894 -1.584 2.500
C 3.014 -0.988 3.129
C 3.122 -1.075 4.527
C 1.656 -1.515 1.057
Be 0.484 0.063 0.066
P 0.110 0.649 -2.106
C 2.495 -0.765 0.206
C 2.940 -1.273 -1.093
C 4.085 -0.721 -1.717
C 4.429 -1.084 -3.014
C 3.628 -2.004 -3.701
C 2.553 -2.642 -3.072
C 2.219 -2.284 -1.763
Br 4.013 -2.423 -5.518
H 1.084 -2.361 0.657
H 3.155 -0.010 0.640
H 0.224 -2.928 2.882
H 3.808 -0.506 2.561
H 0.491 -2.853 5.350
H 3.979 -0.613 5.032
H 4.695 0.000 -1.162
H 1.398 -2.799 -1.263
H 5.304 -0.656 -3.497
H 1.990 -3.412 -3.588
P 0.909 2.136 1.284
C -0.747 -0.787 -2.879
C -0.623 -0.979 -4.386
H -1.806 -0.714 -2.581
H -0.341 -1.681 -2.378
H -1.174 -1.889 -4.664
H -1.067 -0.153 -4.959
H 0.418 -1.126 -4.709
C 1.560 0.974 -3.188
C 1.348 1.785 -4.465
H 2.012 -0.004 -3.409
H 2.285 1.498 -2.547
H 2.323 1.906 -4.954
H 0.688 1.284 -5.184
H 0.958 2.788 -4.252
C -1.023 2.077 -2.351
C -1.903 2.083 -3.597
H -0.392 2.980 -2.329
H -1.656 2.119 -1.450
H -2.516 2.993 -3.585
H -1.320 2.107 -4.527
H -2.590 1.228 -3.632
C -0.367 3.347 1.855
C -1.356 3.791 0.793
H 0.179 4.221 2.246
H -0.895 2.890 2.704
H -2.098 4.463 1.243
H -0.874 4.334 -0.030
H -1.899 2.938 0.377
C 1.938 3.339 0.323
C 3.306 2.824 -0.115
H 2.063 4.217 0.977
H 1.341 3.653 -0.547
H 3.781 3.572 -0.764
H 3.977 2.660 0.739
H 3.234 1.890 -0.687
C 1.890 2.254 2.850
C 1.183 1.756 4.107
H 2.150 3.318 2.977
H 2.832 1.709 2.691
H 1.905 1.707 4.932
H 0.370 2.423 4.424
H 0.777 0.746 3.976
C -2.142 -3.346 -0.826
N -2.321 -2.754 0.500
C -1.947 -3.662 1.580
P -2.310 -1.124 0.706
O -0.971 -0.479 0.357
N -3.554 -0.571 -0.219
C -3.922 0.840 -0.086
C -4.712 -1.392 -0.572
N -2.648 -0.809 2.284
C -3.971 -1.007 2.889
C -1.580 -0.478 3.224
H -2.557 -4.362 -0.778
H -1.071 -3.431 -1.081
H -2.662 -2.781 -1.609
H -0.868 -3.867 1.561
H -2.241 -3.258 2.555
H -2.469 -4.612 1.416
H -4.329 1.159 -1.051
H -4.698 1.003 0.680
H -3.047 1.456 0.150
H -4.425 -2.338 -1.034
H -5.378 -1.602 0.281
H -5.296 -0.822 -1.303
H -4.150 -2.056 3.171
H -4.000 -0.419 3.812
H -4.783 -0.657 2.235
H -1.332 -1.352 3.848
H -0.689 -0.155 2.668
H -1.919 0.335 3.882
```

As for the spin multiplicity: 1. As for the total charge: +2. The lowest unoccupied orbital energy comes out at -0.2438 Ha.

no.,HOMO energy (eV),E (a.u.)
1,-8.1688,-2460.2694
2,-13.6515,-5122.7502